Entry from the OMol25 dataset: an isolated ion of composition C7H12BClNO4 and charge +1 in a non-equilibrium geometry (ωB97M-V with the def2-TZVPD basis set).

Cartesian coordinates (Å):
C: 0.175 -1.637 1.403
O: 1.110 -0.626 0.971
C: 0.533 0.332 0.240
O: -0.113 1.283 0.996
C: -0.413 1.214 2.455
N: 1.694 1.195 -0.407
C: 2.467 0.376 -1.321
C: 1.812 -0.480 -2.085
C: 0.310 -0.602 -2.110
Cl: -0.424 -1.266 -3.443
C: -0.426 -0.193 -1.028
B: -1.963 -0.019 -0.785
O: -2.688 -0.487 -1.865
O: -2.635 0.223 0.376
H: 0.542 -2.213 2.253
H: -0.044 -2.499 0.769
H: -0.908 -1.202 1.650
H: 0.568 0.822 2.887
H: -1.213 0.441 2.482
H: -0.645 2.289 2.619
H: 2.460 1.531 0.298
H: 1.298 1.967 -0.848
H: 3.525 0.618 -1.233
H: 2.095 -1.120 -2.851
H: -3.601 -0.621 -1.722
H: -3.516 0.674 0.300

## Properties
- Energy: -1114.43242 Eh
- Orbital gap: 8.948 eV
- Spin multiplicity: 1
- Structure (SMILES): COC1(OC)[NH2+]C=CC(Cl)=C1B(O)O
- Charge: +1

Electronic structure analysis, natural (NBO) charges in units of e: atom 1 (C): -0.2995, atom 2 (O): -0.5429, atom 3 (C): 0.7500, atom 4 (O): -0.5959, atom 5 (C): -0.2527, atom 6 (N): -0.5683, atom 7 (C): -0.0215, atom 8 (C): -0.1988, atom 9 (C): -0.0176, atom 10 (Cl): 0.1539, atom 11 (C): -0.4255, atom 12 (B): 1.0982, atom 13 (O): -0.8718, atom 14 (O): -0.9092, atom 15 (H): 0.2305, atom 16 (H): 0.2112, atom 17 (H): 0.2013, atom 18 (H): 0.1994, atom 19 (H): 0.2124, atom 20 (H): 0.2331, atom 21 (H): 0.4540, atom 22 (H): 0.4426, atom 23 (H): 0.2416, atom 24 (H): 0.2590, atom 25 (H): 0.4959, atom 26 (H): 0.5207